{
  "formula": "C22H24N2O4S",
  "method": "the ωB97M-V functional and the def2-TZVPD basis",
  "homo_energy_ev": -8.532,
  "relative_energy_kj_mol": 2266.2,
  "elements": ["S", "O", "O", "O", "O", "N", "N", "C", "C", "C", "C", "C", "C", "C", "C", "C", "C", "C", "C", "C", "C", "C", "C", "C", "C", "C", "C", "C", "C", "H", "H", "H", "H", "H", "H", "H", "H", "H", "H", "H", "H", "H", "H", "H", "H", "H", "H", "H", "H", "H", "H", "H", "H"],
  "positions_angstrom": [[-1.31424, -1.44291, 2.79288], [-0.93288, 3.09204, 0.11007], [2.89940, 3.23779, -1.47311], [-2.11041, -0.43048, 2.77160], [-0.88561, -2.11133, 4.14523], [-1.49414, -2.58163, 1.64406], [1.28722, 1.48727, -1.51874], [0.30899, -1.70495, -2.51259], [-2.68940, 1.71288, 0.22559], [0.28906, -0.71307, 2.16540], [2.25417, -0.75748, 1.28210], [-1.62236, 1.28262, -0.91474], [-2.15413, -2.13586, -2.93127], [-2.03959, -1.14408, -3.95206], [2.67358, 0.43142, 1.14690], [0.48853, 0.65175, 1.95040], [3.85243, 1.11070, -0.98783], [1.48978, -1.55233, 1.79351], [3.68178, 1.07577, 0.60711], [2.58174, 2.07022, -1.24788], [-0.51429, -0.90742, -4.36816], [0.40215, -0.92421, -3.54181], [-1.03087, -2.87184, -0.63209], [0.26386, 2.56053, -1.80876], [-2.05751, 2.79949, 0.73633], [-0.89504, -2.15031, -1.96655], [-0.73643, 2.25503, -0.97606], [-1.73301, -2.10749, 0.38277], [1.49889, 1.41386, 1.57455], [-0.16201, -3.33564, -0.19219], [1.54709, -0.62108, -3.94313], [3.60061, 0.13547, -1.31817], [-2.00930, 0.65970, -1.45913], [-0.41010, 1.34159, 2.26936], [-2.02792, -3.19744, 2.03652], [1.24526, -1.91928, -1.59280], [-2.63881, -1.03452, -4.57673], [-3.03655, -2.34877, -2.67945], [-1.39565, -1.04427, 0.30276], [-2.31246, 3.22685, 1.47214], [-0.10537, 1.99462, -3.00116], [3.78279, 2.10460, 1.05281], [-3.53789, 1.18809, 0.49725], [1.52702, 2.39301, 1.47379], [4.78301, 1.50947, -1.23469], [-1.67713, -3.85690, -0.71862], [1.39147, -2.41986, 2.15575], [1.24898, 0.61437, -1.35027], [3.29769, -1.52640, 1.13207], [-2.73089, -1.96825, 0.42670], [-0.48974, -0.08365, -5.28214], [4.64498, 0.55643, 0.86556], [0.53571, 3.52653, -1.97129]]
}

---

{
  "formula": "C22H24N2O5",
  "method": "the ωB97M-V functional and the def2-TZVPD basis",
  "homo_energy_ev": -7.878,
  "relative_energy_kj_mol": 189.1,
  "smiles": "CCCOC(=O)c1ccc(Oc2c(-c3ccc(OCC)cc3O)n[nH]c2C)cc1",
  "elements": ["O", "O", "O", "O", "O", "N", "N", "C", "C", "C", "C", "C", "C", "C", "C", "C", "C", "C", "C", "C", "C", "C", "C", "C", "C", "C", "C", "C", "C", "H", "H", "H", "H", "H", "H", "H", "H", "H", "H", "H", "H", "H", "H", "H", "H", "H", "H", "H", "H", "H", "H", "H", "H"],
  "positions_angstrom": [[0.80830, 0.19652, 3.37568], [-0.38468, 2.79242, 2.36198], [2.57661, -0.48961, -2.14984], [0.27512, -3.14652, 0.01421], [0.45001, -0.55908, -2.88240], [-3.10172, 0.93582, 3.76923], [-3.36616, 2.19339, 4.11728], [0.81058, -1.42102, -3.95722], [-0.20629, -2.20697, 0.86248], [1.67531, -3.35062, -0.06249], [0.90669, 0.73273, -0.98513], [-0.45548, 0.96435, -0.81326], [-2.15791, -1.01507, 1.60183], [-2.50872, 4.53741, 3.90094], [1.81738, 1.30069, -0.09511], [-1.97642, 0.96641, 3.07257], [0.56933, -1.46203, 1.73875], [-2.44853, 3.07617, 3.65282], [0.67558, -0.69913, -5.29639], [1.37678, 2.02807, 0.98767], [0.00870, 2.17521, 1.20492], [-1.58888, -1.99977, 0.82995], [-0.01255, -0.47543, 2.52506], [1.67357, 0.44494, -5.42783], [1.92853, -4.40488, -1.12842], [1.41936, -0.14977, -2.05492], [-1.38078, -0.20640, 2.42906], [-0.90274, 1.68450, 0.27286], [-1.52510, 2.31235, 2.96456], [-1.96023, 1.84380, 0.42297], [2.99498, -4.59107, -1.21456], [-2.18593, -2.60980, 0.17200], [2.17925, -2.41281, -0.32983], [1.84093, -1.76089, -3.80658], [0.83771, -1.42991, -6.09060], [-1.16035, 0.55373, -1.51767], [0.12743, -2.27454, -3.90990], [2.06841, 2.44278, 1.70361], [1.50176, 1.19056, -4.65435], [-4.18136, 2.39679, 4.67269], [1.42160, -5.32978, -0.86635], [1.63256, -1.60474, 1.83334], [2.69162, 0.07607, -5.32544], [-0.34185, -0.31395, -5.38720], [-3.45885, 4.94762, 3.56036], [2.05805, -3.69362, 0.90829], [-1.69888, 5.02285, 3.36352], [1.57302, 0.92720, -6.39713], [-3.22032, -0.83196, 1.55801], [1.54969, -4.06004, -2.08649], [-2.40378, 4.75459, 4.96393], [0.30719, 0.87089, 3.85232], [2.87148, 1.13155, -0.25377]]
}

---

{
  "formula": "C22H24N2O5",
  "method": "the ωB97M-V functional and the def2-TZVPD basis",
  "homo_energy_ev": -8.404,
  "relative_energy_kj_mol": 93.1,
  "smiles": "CC[C@H]1Oc2ccc(C)cc2N(CC(=O)NC[C@@H]2COc3ccccc3O2)C1=O",
  "elements": ["O", "O", "O", "O", "O", "N", "N", "C", "C", "C", "C", "C", "C", "C", "C", "C", "C", "C", "C", "C", "C", "C", "C", "C", "C", "C", "C", "C", "C", "H", "H", "H", "H", "H", "H", "H", "H", "H", "H", "H", "H", "H", "H", "H", "H", "H", "H", "H", "H", "H", "H", "H", "H"],
  "positions_angstrom": [[-0.11312, -2.10460, -1.89873], [-2.45781, 1.88972, 1.17771], [-2.89234, -1.78435, -1.34477], [3.28443, 1.38406, 0.73207], [0.86493, 2.15658, -1.72008], [0.69710, 2.26201, 0.52143], [-1.84343, 1.70530, -0.99960], [-1.95835, -0.74110, -1.16072], [-3.12379, -4.14443, -1.35248], [1.18214, 1.86265, 1.78124], [3.07377, 1.17274, 3.09846], [-1.71972, 2.17193, 0.26008], [-2.70150, 0.59270, -1.31806], [3.01638, 0.26028, -2.80765], [3.50697, 1.07228, -1.61669], [0.94171, 1.55791, 4.15994], [-0.40470, -4.45970, -1.78551], [2.55225, 1.00815, -0.42307], [0.39511, 1.87614, 2.92325], [-0.94646, -3.18286, -1.71713], [-2.31348, -3.02297, -1.47575], [0.08984, 1.59304, 5.39167], [2.52001, 1.46740, 1.86318], [-0.49745, 3.08673, 0.42088], [2.29054, 1.23339, 4.23669], [1.31133, 1.87121, -0.61709], [-2.57850, -5.41040, -1.44154], [-1.21633, -5.56827, -1.64222], [-0.81368, -0.91153, -2.16620], [-3.07191, 0.69138, -2.34023], [3.77047, 0.26283, -3.59034], [3.63966, 2.11594, -1.90573], [-1.10562, 1.93567, -1.65707], [-0.59047, 3.69424, 1.32059], [4.11479, 0.89694, 3.14659], [-0.78588, -6.55607, -1.69740], [-3.21680, -6.27475, -1.34394], [4.46918, 0.69125, -1.27010], [-3.54478, 0.60076, -0.62366], [-4.17744, -3.99407, -1.18026], [-1.53859, -0.80165, -0.14230], [0.65541, -4.55549, -1.95831], [-0.96005, 1.47391, 5.13791], [-0.08351, -0.10488, -2.09869], [-0.38907, 3.72860, -0.45715], [0.21039, 2.54896, 5.90197], [2.72992, 1.00219, 5.19529], [2.19354, -0.03296, -0.29836], [2.10376, 0.69239, -3.20743], [-1.23554, -0.94115, -3.18110], [0.37979, 0.80591, 6.08372], [-0.65461, 2.11458, 2.85431], [2.81837, -0.76985, -2.51912]]
}

---

{
  "formula": "C22H24N2O6",
  "method": "the ωB97M-V functional and the def2-TZVPD basis",
  "homo_energy_ev": -9.126,
  "relative_energy_kj_mol": 24.5,
  "smiles": "COC(=O)[C@@H](NC(=O)CCC(=O)N[C@@H](C(=O)OC)c1ccccc1)c1ccccc1",
  "elements": ["O", "O", "O", "O", "O", "O", "N", "N", "C", "C", "C", "C", "C", "C", "C", "C", "C", "C", "C", "C", "C", "C", "C", "C", "C", "C", "C", "C", "C", "C", "H", "H", "H", "H", "H", "H", "H", "H", "H", "H", "H", "H", "H", "H", "H", "H", "H", "H", "H", "H", "H", "H", "H", "H"],
  "positions_angstrom": [[2.76304, -1.47332, -0.10267], [2.64007, 1.40042, -0.83993], [-1.78963, -3.73385, 0.24101], [-1.81536, -0.51111, 1.44868], [0.95337, 0.08316, -1.50101], [-3.96132, -0.48489, 0.81740], [1.02101, -0.87021, 1.17367], [-1.10834, -1.89427, -0.85630], [-3.43749, 0.48751, -3.94867], [0.51505, -3.64820, -0.43118], [3.45219, 0.81676, 1.93393], [4.30739, 1.47862, 2.79623], [-2.86796, 1.73546, -3.76258], [3.86526, 2.57859, 3.51172], [-2.60053, -0.22398, -1.81052], [-4.32739, 0.05320, 2.08270], [1.37972, -3.22919, 0.77153], [1.70363, 2.35467, 2.49954], [3.10618, 1.47465, -2.18111], [1.19091, 0.53828, 0.85034], [-2.42426, -1.29929, -0.76751], [-0.89975, -3.10918, -0.30401], [-2.67234, -0.72884, 0.62711], [2.14160, 1.25150, 1.77921], [1.60344, 0.61418, -0.62791], [-2.16681, 2.00573, -2.59986], [-2.03395, 1.03087, -1.62771], [1.80327, -1.79031, 0.57953], [2.56116, 3.01643, 3.36087], [-3.30487, -0.48859, -2.97683], [-3.87770, 1.03873, 2.21970], [-5.41136, 0.12663, 2.07796], [0.97884, -3.29482, -1.35297], [-3.16204, -2.09889, -0.91327], [-3.74727, -1.46260, -3.12429], [2.27742, -3.84823, 0.79584], [-1.72164, 2.97825, -2.44953], [3.88583, 2.23163, -2.18918], [-1.48515, 1.24492, -0.72297], [0.14059, -1.12582, 1.60064], [0.44530, -4.73663, -0.45542], [-3.98939, -0.60584, 2.88444], [3.50711, 0.50505, -2.48121], [-2.97060, 2.49634, -4.52197], [-3.98568, 0.27246, -4.85385], [5.32495, 1.13467, 2.90908], [3.80067, -0.03293, 1.36954], [-0.34704, -1.30856, -1.19025], [2.29001, 1.74764, -2.85352], [2.20940, 3.87372, 3.91610], [4.53489, 3.09377, 4.18469], [0.19822, 0.99777, 0.92739], [0.82250, -3.36108, 1.69903], [0.68480, 2.69903, 2.38839]]
}